Version w
This record from the OMol25 dataset describes a cluster of 10 separate species, C30H86N10O12 in total. The level of theory is ωB97M-V with the def2-TZVPD basis set.

Output
SMILES ... COC[C@H](C)N.COC[C@H](C)N.COC[C@H](C)N.COC[C@H](C)N.COC[C@H](C)N.COC[C@H](C)N.NC(N)=O.NC(N)=O.OCCO.OCCO
Spin multiplicity ... 1
LUMO ... 0.548 eV
HOMO ... -8.869 eV
Total charge ... 0
Frontier orbital gap ... 9.42 eV

Each line ends with the Mulliken charge.
Element x y z (Å)
O 15.71936 11.21292 16.42831  -0.331
O 9.93617 8.08831 9.69661  -0.681
O 12.65165 10.66898 11.75173  -0.713
O 13.72301 16.43521 14.81365  -0.400
O 15.06582 12.56381 18.76779  -0.459
O 17.95440 7.04563 10.49016  -0.228
O 8.75141 13.95998 10.89389  -0.409
O 12.81407 15.87685 11.49668  -0.569
O 18.72892 12.07537 8.66713  -0.387
O 13.07055 10.57088 8.34300  -0.078
O 19.09199 8.81551 14.79706  -0.404
O 15.31480 11.36616 11.48931  0.493
N 9.61387 9.88884 11.06008  -0.105
N 7.86876 9.04707 9.82356  -0.478
N 14.67638 13.82489 15.93132  -0.438
N 14.56335 8.32002 10.34671  -0.409
N 14.20450 14.96312 9.99702  -0.258
N 16.85758 13.45380 10.35982  0.099
N 15.07636 15.61850 12.07685  -0.108
N 10.05531 15.79442 12.58145  -0.642
N 21.19885 11.03330 12.66409  -0.694
N 15.60002 10.91118 7.66537  -0.717
C 9.36722 13.67258 13.71805  -1.753
C 18.75387 6.23485 9.65139  -0.860
C 15.70349 7.61652 10.93477  0.949
C 19.41593 9.58354 13.65019  0.303
C 12.86300 15.47879 15.41081  -1.133
C 10.11862 13.72220 11.21239  -0.236
C 19.16370 10.81927 8.13326  -0.680
C 20.98609 11.08180 15.03853  -1.237
C 14.72286 12.05142 7.80277  2.427
C 15.20101 13.15841 6.87827  -1.725
C 15.27064 11.13434 18.80019  -0.464
C 20.79662 10.14392 13.79935  0.041
C 14.88776 10.63658 17.40156  -0.364
C 13.94540 15.47408 11.29641  0.126
C 13.27717 11.68951 7.53370  -1.208
C 17.72973 8.40572 14.88898  -0.167
C 13.06231 11.89563 12.29017  0.467
C 13.44217 14.08884 15.20134  3.112
C 15.43849 6.15155 11.44177  -1.611
C 14.51001 11.79277 12.66150  0.382
C 9.17852 8.93078 10.15855  0.609
C 12.39749 13.10320 15.72124  -1.162
C 16.80819 7.67534 9.95312  -0.347
C 18.31793 13.57193 10.46301  0.349
C 18.70119 13.88199 11.91385  -1.842
C 18.86367 12.19456 10.07610  -0.604
C 11.72134 10.12118 8.30098  -0.810
C 10.27909 14.35229 12.63906  3.032
C 8.45998 13.86352 9.49862  -0.706
C 13.07650 17.61171 14.44091  -0.695
H 17.08881 9.23699 14.87197  -0.004
H 11.40410 9.86544 7.30807  0.458
H 19.42306 6.82388 8.93734  0.233
H 18.28521 11.43375 10.59435  0.204
H 18.23831 5.56353 9.01026  0.403
H 13.86504 18.30586 14.22104  0.296
H 15.07789 10.51971 11.15507  -0.344
H 16.60961 13.53790 9.40485  0.364
H 17.48383 7.83263 15.82248  0.276
H 17.48340 7.75435 14.04234  0.110
H 16.63648 12.51291 10.59965  -0.646
H 14.92598 12.79491 5.86830  0.535
H 12.99099 10.72230 10.84410  -0.036
H 12.82244 12.76391 11.64479  -0.384
H 15.35933 12.98805 19.58117  0.248
H 20.25171 10.69271 8.26074  0.364
H 15.05973 9.55835 17.33774  0.388
H 13.66450 13.96425 14.14946  -2.171
H 14.43776 13.88073 16.92771  0.288
H 8.34640 14.02165 13.73460  0.392
H 9.14004 15.99961 12.18611  0.333
H 18.71645 14.30975 9.77891  0.492
H 12.21294 13.34609 16.77634  0.617
H 19.78664 13.80802 12.01119  0.643
H 18.64643 10.40648 13.46697  -0.136
H 14.87279 12.78472 12.97118  0.100
H 20.39569 11.62330 12.42031  0.056
H 16.21162 5.80142 12.16299  0.277
H 12.42361 17.95645 15.27216  0.369
H 8.98032 10.60347 11.38920  0.101
H 16.31842 10.88639 19.04527  0.298
H 9.71808 13.78878 14.75291  0.447
H 14.60620 10.64878 19.53025  0.347
H 18.74420 9.94211 8.68895  0.111
H 21.53426 9.31821 13.82136  0.463
H 8.57831 12.81299 9.13385  0.194
H 12.59955 12.51710 7.68570  0.421
H 15.33507 10.07264 8.11499  0.282
H 17.03219 8.70062 9.68657  -0.361
H 13.26104 11.46837 6.41780  0.330
H 12.45870 11.96317 13.21884  -0.091
H 18.42297 14.90620 12.18539  0.415
H 14.37835 7.92227 9.43157  0.215
H 18.98796 10.79778 7.05416  0.318
H 7.56540 8.11991 9.47138  0.291
H 15.34229 14.60304 15.87949  0.215
H 22.03535 11.10891 15.30833  0.340
H 21.33034 10.39637 11.91769  0.353
H 11.66463 9.20322 8.87021  0.204
H 11.27276 14.12052 13.10750  -1.878
H 11.01005 10.91703 8.60511  0.158
H 16.57759 7.21078 8.94662  0.480
H 10.56677 9.87984 11.45786  0.062
H 15.39120 5.47253 10.57340  0.338
H 20.58316 12.09531 14.80900  0.235
H 10.70870 16.25998 12.00983  0.250
H 15.04382 14.44042 9.86877  0.304
H 12.77029 12.06262 15.70667  0.086
H 16.31070 13.35100 6.88660  0.294
H 14.55267 6.11005 12.00412  0.522
H 10.81938 14.24868 10.53717  0.269
H 14.58529 14.04163 6.93144  0.366
H 19.91192 12.07438 10.27851  0.644
H 7.27936 9.54809 10.45701  0.216
H 20.39910 10.69799 15.93713  0.288
H 14.79590 12.51586 8.84404  -1.003
H 11.90314 15.43907 14.90396  0.438
H 13.70521 8.21416 10.91592  0.170
H 15.59455 12.18399 16.33078  0.336
H 13.36766 14.76069 9.46872  0.205
H 14.77905 11.06324 13.43259  -0.023
H 12.51967 17.53409 13.48474  0.153
H 16.46955 11.25000 8.02982  0.130
H 15.96264 8.26733 11.78104  -0.112
H 10.34349 12.65164 11.14069  0.012
H 11.48871 13.24060 15.16752  -0.228
H 15.86219 15.08173 11.77878  0.170
H 15.07347 16.12408 12.91074  0.173
H 12.73017 15.68380 16.42248  0.473
H 13.76794 10.79610 17.30021  0.141
H 7.49714 14.34586 9.39496  0.309
H 9.29660 12.60631 13.47709  0.318
H 9.19059 14.40063 8.79120  0.259
H 19.39806 9.00294 12.72288  0.120
H 18.18218 13.24474 12.64018  0.168
H 19.34408 5.59096 10.30733  0.263



Version x
This record from the OMol25 dataset describes a cluster of 12 separate species, C30H86N10O12 in total. The level of theory is ωB97M-V with the def2-TZVPD basis set.

Output
SMILES ... COC[C@H](C)N.COC[C@H](C)N.NC(N)=O.NC(N)=O.NC(N)=O.NC(N)=O.CC(C)O.CC(C)O.CC(C)O.CC(C)O.CC(C)O.CC(C)O
Spin multiplicity ... 1
LUMO ... 0.104 eV
HOMO ... -9.006 eV
Total charge ... 0
Frontier orbital gap ... 9.11 eV

Each line ends with the Mulliken charge.
Element x y z (Å)
O -4.16649 3.83834 -1.92414  -0.622
O 1.95435 -1.52450 3.50458  -0.241
O 0.76004 3.15791 3.37470  -0.616
O -6.11284 -2.05393 1.55436  -0.621
O -0.53030 -1.09675 -0.98606  0.287
O -2.37670 3.40772 2.66792  -0.573
O -3.20223 -0.13532 -1.64261  -0.591
O 5.85848 1.06742 1.29276  -0.535
O -0.07872 -3.64903 0.04062  -0.158
O 0.59888 -3.91026 4.46370  -0.540
O 1.38371 6.22930 -2.23314  -0.571
O 2.84180 -0.32518 -5.34194  -0.334
N -3.91168 2.62066 4.19327  -0.456
N -3.53394 4.84075 0.06114  -0.422
N 0.17488 4.44240 1.57476  0.054
N 2.18154 4.68190 2.52833  -0.430
N 3.18332 -3.17198 -5.40779  -0.673
N -1.62264 -6.94659 -1.02294  -0.713
N -3.95972 2.60694 -0.00113  -0.118
N 4.05882 -1.96116 2.84963  -0.418
N -1.83280 2.26670 4.60863  -0.310
N 3.29275 0.12199 2.60995  -0.235
C 0.45282 5.74201 -4.32407  -1.449
C 1.02510 4.03497 2.57262  0.431
C 2.19745 -2.32887 -3.33255  -0.926
C -2.66721 2.79642 3.70044  0.477
C -0.50615 -6.03523 -0.70678  0.669
C 4.59151 2.01278 -0.50025  -0.412
C -5.24498 -1.50869 2.59620  0.162
C 0.46359 -6.00919 -1.82439  -1.496
C 0.15273 5.70962 -2.85787  0.633
C 0.19712 -0.40468 0.06296  0.826
C -4.42881 -0.36793 2.06854  -0.329
C -3.89361 3.75441 -0.73233  0.536
C -0.97090 -2.04670 4.92561  -0.164
C 0.81780 -2.61547 6.59002  -1.197
C 7.10307 1.77642 -0.68389  -1.431
C 0.51503 1.00292 -0.37901  -0.777
C -1.02434 -4.61161 -0.36437  -0.702
C -4.11922 0.77788 -3.59798  -1.731
C 0.36558 -3.87692 1.39786  -0.895
C 5.81721 1.22742 -0.13132  0.572
C 2.08057 -2.45923 -4.87782  0.453
C -0.63055 -0.35782 1.35352  -0.554
C 3.00013 -1.12045 3.00812  0.555
C -0.14431 4.31682 -2.38520  -0.786
C -4.43568 -2.69038 3.03525  -0.645
C -1.73512 -0.13590 -3.63443  -1.343
C -2.81311 0.59674 -2.84886  1.453
C 1.76807 -1.16154 -5.56425  -0.270
C -0.11662 -3.22248 5.49966  -0.034
C 2.55312 1.00416 -5.69013  -0.651
H 2.06912 -3.31153 -2.89490  0.162
H 0.03211 -0.11209 2.22052  -0.020
H -1.08902 -1.32246 1.54677  0.138
H -5.76145 -1.97448 0.67053  0.334
H 0.81916 6.71416 -4.59490  0.404
H 0.70927 -7.05309 -2.16596  0.431
H -3.91927 0.12785 2.88884  0.037
H -0.74445 -0.08934 -3.15944  0.100
H -0.47969 -3.90792 2.10856  0.378
H -4.59333 -0.18702 -3.82376  0.375
H -3.20100 4.69729 1.03010  0.241
H -0.88483 2.36401 4.36039  0.178
H -1.50485 -4.18351 -1.24452  0.405
H -2.36258 -0.56488 -1.41526  0.167
H 0.81003 1.04581 -1.43351  0.371
H 7.93209 1.06618 -0.58987  0.338
H -1.78530 -4.65348 0.43666  0.177
H -3.58543 2.51428 0.94157  0.070
H 0.24127 -2.28731 7.46616  0.413
H -1.37770 0.40512 1.23451  -0.095
H 0.84799 -4.86509 1.46726  0.515
H 0.85440 -0.62813 -5.24507  -0.028
H 1.55511 -3.37702 6.91338  0.300
H 1.65769 -1.31576 -6.64533  0.368
H 1.03441 -1.05773 0.28426  0.015
H 6.40871 1.75678 1.69929  0.285
H -0.46325 5.55872 -4.87653  0.380
H -3.79897 -2.33073 3.85851  0.127
H 2.43038 0.66056 2.51460  -0.013
H 1.18981 4.96171 -4.55357  0.273
H 0.12712 5.38741 1.26473  0.282
H 3.94330 -2.91347 3.14598  0.212
H -3.85809 1.28987 -4.52436  0.384
H -0.55301 -2.01617 -0.65221  0.046
H -5.86101 -1.14172 3.44161  0.350
H -0.77303 -3.96163 5.95711  0.474
H -5.04031 0.40488 1.56888  0.312
H 2.84605 4.44544 3.25577  0.269
H 3.03321 -3.59337 -6.31162  0.258
H -1.87626 -6.94308 -2.00021  0.258
H 5.69663 0.21178 -0.54651  0.162
H -4.06545 1.76522 -0.54816  0.073
H 1.44394 -5.58338 -1.56752  0.303
H 1.11097 -3.09830 1.61492  -0.146
H -2.49007 -6.79753 -0.50547  0.243
H -0.69687 6.37264 -2.64678  0.184
H -2.04106 -1.18205 -3.75105  0.220
H -4.64872 2.86186 3.53893  0.282
H -0.34748 1.64634 -0.16775  0.073
H -5.13139 -3.50679 3.32043  0.397
H -1.71211 -1.66146 5.62230  0.593
H 3.24364 -2.05599 -3.04231  0.299
H 4.04445 0.35728 1.99031  0.173
H -3.69001 -0.78752 1.39360  -0.070
H -4.82450 1.40131 -3.04432  0.362
H 3.66629 1.61896 -0.03940  -0.361
H -0.30141 -1.22403 4.58874  -0.007
H -4.02905 1.92272 4.88594  0.182
H 1.33935 -1.76446 6.12824  0.220
H -0.73409 4.01376 1.81165  -0.002
H 7.38378 2.67337 -0.16165  0.437
H 0.06707 -5.44954 -2.66513  0.375
H 6.92359 1.96817 -1.74732  0.350
H -1.46345 -2.43850 4.03238  -0.388
H 3.40146 1.60462 -5.35802  0.272
H 1.49231 -1.69072 -2.81615  0.011
H 0.77467 3.73038 -2.58128  0.272
H -0.45396 4.21513 -1.34259  0.141
H -2.44332 1.57618 -2.59570  -0.172
H 2.34814 1.18049 -6.75561  0.317
H 1.32182 1.41224 0.22623  -0.252
H 4.96431 -1.55140 2.66776  0.160
H 4.44100 2.05014 -1.60745  0.328
H 1.26153 -3.27586 4.20684  0.309
H -1.62204 0.32582 -4.60032  0.572
H 1.68118 1.31050 -5.10205  0.164
H -3.23719 5.67725 -0.44647  0.223
H -2.11852 1.74126 5.41066  0.175
H -0.07478 -6.52451 0.17319  0.187
H -0.88390 3.86657 -3.04714  0.252
H 1.41327 5.92108 -1.31665  0.269
H 4.74598 3.06313 -0.19950  0.284
H 2.46314 5.01246 1.60320  0.162
H 4.05764 -2.63827 -5.41456  0.243
H -3.84388 -3.08257 2.20624  -0.043
H 1.20785 -3.10365 -5.08961  0.367



We find version x to be the most stable, with the next structure 5.726 eV higher.